Record 1
ORCA calculation (ωB97M-V with the def2-TZVPD basis set) on a molecular structure, C28H23Br2N8RuS4Si.

Properties
orbital gap (alpha / beta)	6.23 / 6.00	eV
multiplicity	2
relative energy (zero: lowest compared OMol25 entry of this formula, charge and spin)	1.029	eV
calculated total energy	-235217.9534	eV
HOMO energy (alpha / beta)	-0.26783 / -0.26797	Ha

Last column: Löwdin spin population.
Geometry (Å):
Ru 0.33637 0.09859 -0.17413  0.857
N 0.87925 -0.75250 3.31626  0.002
C -0.13139 -1.47372 2.81412  0.001
N -0.43158 -1.56402 1.53388  0.014
C -1.45464 -2.48730 1.36445  0.002
C -1.99162 -2.99229 2.49542  0.001
S -1.14138 -2.40446 3.86802  0.000
C -1.86422 -2.88848 0.02186  0.001
C -2.47892 -4.05740 -0.27675  0.000
S -2.78923 -4.13645 -1.96687  0.002
C -2.03571 -2.58443 -2.14416  0.002
N -1.60104 -2.04945 -1.04133  0.020
N -1.99768 -1.99475 -3.37956  0.000
H 1.62131 -0.47211 2.68781  0.001
H 0.96156 -0.59492 4.30291  0.000
H -2.82982 -3.66056 2.58985  0.000
H -2.71964 -4.87222 0.38338  0.000
H -2.03096 -2.61398 -4.17219  0.000
H -1.32558 -1.25003 -3.47440  0.000
Br -3.85615 2.94077 -4.70538  0.001
C -2.78013 2.09104 -3.42042  0.003
C -3.21163 1.96321 -2.11731  -0.001
C -2.36394 1.33841 -1.21894  0.002
N -1.16535 0.85707 -1.54265  -0.003
C -0.76842 0.94539 -2.83011  0.002
C -1.55349 1.56704 -3.78883  0.000
C 0.48939 0.24101 -3.22603  0.001
C 1.07333 0.42455 -4.46791  0.003
C 2.20451 -0.31664 -4.77534  0.003
Br 3.04227 -0.07645 -6.44196  0.001
C 2.71385 -1.21796 -3.86362  0.001
C 2.06369 -1.33012 -2.64210  0.003
N 0.98679 -0.62184 -2.32775  0.003
H -4.16911 2.34078 -1.79103  0.000
H -2.65824 1.23090 -0.18656  0.000
H -1.23681 1.62464 -4.81819  0.000
H 0.69704 1.14178 -5.18069  0.000
H 3.59878 -1.79952 -4.07527  0.000
H 2.43272 -1.98967 -1.86541  0.001
S 2.33197 -0.87758 0.65396  0.011
C 3.52581 0.17715 -0.04424  0.020
C 4.89313 -0.24483 0.06521  0.002
N 5.97368 -0.62698 0.15817  0.009
C 3.20427 1.32846 -0.67723  -0.006
S 1.54207 1.90525 -0.77446  0.083
C 4.19591 2.17825 -1.26040  -0.001
N 4.96334 2.86582 -1.77237  -0.009
C -1.05098 3.28993 0.78412  -0.003
Si -0.28232 1.70274 1.51851  -0.020
C 1.13104 2.44408 2.53555  -0.002
C -1.69293 1.16836 2.69021  -0.004
C -2.74867 0.36394 2.25297  -0.001
C -3.83510 0.06731 3.06489  0.000
C -3.88837 0.56299 4.35926  0.000
C -2.84957 1.35630 4.82459  0.000
C -1.77402 1.65637 3.99752  -0.001
H -0.92091 4.07321 1.53719  -0.001
H -2.12496 3.21351 0.60564  0.000
H -0.56996 3.63885 -0.13189  0.000
H 0.72646 3.06184 3.34237  -0.001
H 1.68346 3.11475 1.87548  0.001
H 1.85083 1.75211 2.97037  0.000
H -2.71099 -0.08381 1.26407  0.000
H -4.63120 -0.56527 2.69002  0.000
H -4.72942 0.33178 5.00040  0.000
H -2.87677 1.74744 5.83439  0.000
H -0.98078 2.28165 4.38963  0.000

Forces on atoms 1 to 3 (eV/Å):
0.1 0.1 0.6
-0.2 0.1 0.1
0.0 0.0 0.0

Record 2
ORCA calculation (ωB97M-V with the def2-TZVPD basis set) on a molecular structure, C24H32CaF6NO22S2.

Properties
orbital gap	9.69	eV
total charge	+1
relative energy (zero: lowest compared OMol25 entry of this formula, charge and spin)	1.976	eV
calculated total energy	-128354.9122	eV
HOMO energy	-0.42335	Ha

Last column: Löwdin charge in e.
Geometry (Å):
Ca -0.08240 0.54544 0.50764  1.469
C -0.27077 4.74367 -0.41722  -0.662
F 0.41502 5.59171 -1.17460  0.153
F -1.08587 5.39598 0.37446  0.172
F -0.93973 3.96739 -1.25696  0.144
S 1.02114 3.59751 0.43624  0.692
O 1.46856 2.69831 -0.59645  -0.300
O 2.02964 4.36438 1.11940  -0.253
N -0.02838 2.58702 1.41287  -0.424
S 0.00239 3.40492 2.78482  0.565
O 1.28507 3.41975 3.43890  -0.278
O -0.61230 4.69039 2.78825  -0.269
C -1.08350 2.40413 3.98702  -0.648
F -2.35190 2.43547 3.57718  0.132
F -0.58948 1.17198 4.05079  0.128
F -1.02328 2.85984 5.23402  0.162
C -4.88596 -1.06769 2.61991  -0.116
C -4.42331 -1.14240 4.07871  -0.053
O -3.12327 -0.55715 3.88588  0.066
C -2.69156 -0.66570 2.62176  -0.534
O -1.59397 -0.33747 2.28986  0.080
O -3.70709 -1.11754 1.85280  0.053
H -5.42909 -0.15146 2.37756  0.123
H -5.49471 -1.90950 2.28985  0.137
H -4.27638 -2.17907 4.38249  0.135
H -4.96858 -0.56794 4.81865  0.140
C -5.17976 2.44722 0.79140  -0.079
C -4.90658 3.41253 -0.38767  -0.100
O -3.72544 2.94416 -0.98353  0.108
C -3.22873 1.95966 -0.22950  -0.532
O -2.12691 1.49160 -0.30916  0.044
O -4.13754 1.47371 0.61481  0.067
H -6.11435 1.88798 0.74914  0.127
H -5.20471 2.94737 1.76030  0.134
H -4.89712 4.45908 -0.08636  0.139
H -5.77547 3.35031 -1.04690  0.133
C -1.09983 -6.12286 0.39744  -0.022
C -1.26339 -4.82420 -0.33370  -0.304
C -2.52758 -3.93138 -0.11319  -0.040
O -1.93922 -2.67143 0.18104  0.072
C -0.62028 -2.73251 0.31557  -0.546
O 0.09161 -1.81333 0.59380  0.053
O -0.19003 -3.95776 0.00270  0.115
H -1.16820 -5.95766 1.47732  0.094
H -0.17198 -6.67531 0.26078  0.093
H -1.89878 -6.82874 0.15901  0.093
H -1.18258 -5.06675 -1.39745  0.137
H -3.13806 -4.24398 0.73421  0.135
H -3.14924 -3.92284 -1.00474  0.134
C -0.56252 -3.91968 -4.34980  -0.017
C -0.01746 -2.50766 -4.28439  -0.298
C -0.84238 -1.44770 -4.96501  -0.054
O -0.94990 -0.41613 -3.97981  0.113
C -0.51157 -0.83854 -2.81483  -0.535
O -0.60449 -0.25384 -1.77072  0.073
O -0.17239 -2.14055 -2.90981  0.074
H -1.60731 -3.94971 -4.04027  0.091
H 0.03547 -4.57616 -3.71802  0.087
H -0.51160 -4.37178 -5.34273  0.095
H 1.07044 -2.48683 -4.40513  0.161
H -1.85983 -1.80927 -5.13602  0.142
H -0.47290 -1.01532 -5.89175  0.145
C 5.50984 -1.43646 -3.45030  -0.022
C 4.86721 -0.28746 -2.72128  -0.316
C 3.85964 0.51821 -3.57228  -0.065
O 2.70599 0.58959 -2.73826  0.055
C 2.86269 -0.18494 -1.62093  -0.521
O 2.08744 -0.20096 -0.72488  0.103
O 4.07557 -0.75360 -1.62906  0.108
H 4.71836 -2.05795 -3.86666  0.090
H 6.10021 -2.06616 -2.77915  0.091
H 6.32048 -1.07039 -4.08168  0.098
H 5.62309 0.38665 -2.31260  0.155
H 3.57926 -0.13553 -4.40018  0.127
H 4.20679 1.51412 -3.82601  0.141
C 5.30010 2.77235 1.49798  -0.011
C 4.82404 1.52621 2.21061  -0.289
C 4.38978 1.67366 3.63918  -0.062
O 3.13651 0.98323 3.72917  0.105
C 2.69289 0.75915 2.50871  -0.555
O 1.67242 0.21150 2.18613  0.048
O 3.56550 1.22384 1.58336  0.064
H 6.30162 3.01378 1.86051  0.093
H 4.63541 3.61984 1.68451  0.085
H 5.27615 2.76513 0.40845  0.087
H 5.46010 0.65467 2.02717  0.160
H 4.27858 2.72131 3.92863  0.144
H 4.95065 1.18659 4.43795  0.143

Forces on atoms 1 to 3 (eV/Å):
0.6 -1.5 -0.7
1.0 -0.4 -0.5
0.3 0.4 0.3

Record 3
ORCA calculation (ωB97M-V with the def2-TZVPD basis set) on a single CHN3O3S molecule.

Properties
orbital gap (alpha / beta)	9.11 / 9.11	eV
relative energy (zero: lowest compared OMol25 entry of this formula, charge and spin)	8.297	eV
calculated total energy	-22493.2379	eV
SMILES	N#C[S@@](=N)(=O)[N+](=O)[O-]
HOMO energy (alpha / beta)	-0.40615 / -0.40615	Ha

Last column: Löwdin charge in e.
Geometry (Å):
C 1.98634 -1.60928 -0.00721  -0.323
N 2.64518 -2.50299 -0.25502  0.168
N -0.29816 -0.47544 -0.27878  -0.202
N 2.50305 1.09492 -0.12895  -0.417
O 3.33980 0.47426 -0.67693  0.106
O 2.39488 2.17448 0.25615  0.160
O 0.88595 -0.15382 2.08361  -0.400
S 0.99350 -0.21374 0.45188  0.873
H -1.06493 -0.37467 0.36387  0.034

Forces on atoms 1 to 3 (eV/Å):
-0.5 1.6 0.4
0.6 -1.2 -0.3
1.0 0.3 -0.8

Record 4
ORCA calculation (ωB97M-V with the def2-TZVPD basis set) on 7 unconnected molecules or ions with the total composition C12H36IO10.

Properties
orbital gap	8.79	eV
total charge	-1
relative energy (zero: lowest compared OMol25 entry of this formula, charge and spin)	0.000	eV
calculated total energy	-41604.8145	eV
HOMO energy	-0.22252	Ha

Last column: Löwdin charge in e.
Geometry (Å):
I 3.38104 8.99019 -7.08988  0.395
C -0.06552 11.35862 -7.79768  -0.100
C -0.68283 10.23124 -6.97836  -0.325
O -0.28313 8.95218 -7.45917  -0.137
H -0.47266 12.32094 -7.47329  0.075
H -0.22313 11.21489 -8.86478  0.068
H 1.01256 11.38288 -7.61936  0.041
H -1.76831 10.27625 -7.03001  0.104
H -0.33285 10.30333 -5.94347  0.098
H 0.68016 8.90358 -7.36458  -0.072
C 2.18635 6.86700 -11.15232  -0.087
C 2.01089 6.05454 -9.87940  -0.327
O 3.23527 5.97815 -9.14860  -0.138
H 2.99521 6.44359 -11.74644  0.072
H 2.41640 7.90053 -10.89193  0.053
H 1.27490 6.83697 -11.75679  0.069
H 1.74901 5.01917 -10.11460  0.103
H 1.21836 6.46067 -9.24474  0.105
H 3.28542 6.79300 -8.62699  -0.080
C 6.88818 6.73874 -7.40174  -0.269
C 8.14250 6.02955 -7.81773  -0.255
O 9.28101 6.53110 -7.10090  -0.070
O 6.80695 8.01578 -8.01115  -0.095
H 6.88494 6.82315 -6.30696  0.123
H 6.04317 6.10371 -7.69614  0.114
H 8.30369 6.09775 -8.89828  0.119
H 8.01813 4.95997 -7.58653  0.111
H 10.05448 6.15097 -7.52538  0.070
H 5.90749 8.33027 -7.83871  -0.056
C 5.60124 9.59026 -3.74186  -0.275
C 5.22618 10.78997 -2.91620  -0.240
O 6.39965 11.55525 -2.60905  -0.066
O 6.26804 9.97888 -4.93060  -0.084
H 4.70874 8.99587 -3.96646  0.090
H 6.27545 8.92323 -3.18923  0.117
H 4.73480 10.49980 -1.98335  0.118
H 4.55829 11.41665 -3.51989  0.094
H 6.28853 11.93544 -1.73554  0.069
H 5.63002 9.86620 -5.64770  -0.030
C 2.08270 12.17541 -4.78320  -0.271
C 2.15405 13.22569 -3.69774  -0.268
O 1.56371 14.46157 -4.04929  -0.061
O 3.09289 12.43296 -5.75099  -0.101
H 1.08638 12.21417 -5.24067  0.103
H 2.22205 11.18513 -4.33561  0.109
H 3.20234 13.35053 -3.39146  0.113
H 1.66695 12.83915 -2.79563  0.118
H 2.09869 14.83237 -4.75899  0.087
H 3.34794 11.58018 -6.13034  -0.041
C 2.62261 11.21627 -10.36768  -0.291
C 2.96356 11.17112 -11.83753  -0.258
O 3.61140 12.36939 -12.24966  -0.061
O 3.77363 11.45581 -9.58820  -0.102
H 2.17730 10.25078 -10.09607  0.093
H 1.86382 11.98361 -10.16463  0.111
H 2.02945 11.05755 -12.40284  0.116
H 3.59683 10.29193 -12.00471  0.116
H 3.38797 12.53089 -13.16802  0.071
H 3.79267 10.76013 -8.91037  -0.085

Forces on atoms 1 to 3 (eV/Å):
0.0 0.0 0.1
0.1 0.0 0.4
0.7 -0.2 -0.3

Among the records above, which one has the highest relative energy (zero: lowest compared OMol25 entry of this formula, charge and spin)? CHN3O3S